This record from the OMol25 dataset describes one molecule with the formula CH4N2OS at a distorted geometry. The level of theory is the ωB97M-V functional and the def2-TZVPD basis.

Each line ends with the natural charge from an NBO analysis.
Positions of all 9 atoms, in Å:
C -0.639 0.704 0.075  0.179
H 1.894 -0.613 1.279  0.089
H 1.003 1.791 0.200  0.392
H -1.284 1.567 0.308  0.187
H -2.986 -1.132 -0.098  0.477
N 0.725 0.856 -0.158  -0.760
N -1.226 -0.437 -0.046  -0.195
O -2.616 -0.247 0.014  -0.586
S 1.853 -0.424 -0.051  0.216

Results
Frontier orbital gap: 9.538 eV
Calculated total energy: -623.35639 Eh
E_HOMO: -8.808 eV
Charge: 0
Max |F|: 2.25 eV/Å
Relative energy (zero: lowest compared OMol25 entry of this formula, charge and spin): 269.9 kJ/mol



This record from the OMol25 dataset describes one molecule with the formula CH4N2OS at a distorted geometry. The level of theory is the ωB97M-V functional and the def2-TZVPD basis.

Each line ends with the natural charge from an NBO analysis.
Positions of all 9 atoms, in Å:
C 0.430 -0.119 -0.276  0.213
H 2.380 -0.810 1.019  0.449
H 1.606 1.420 0.180  0.368
H 0.454 -1.127 -0.666  0.162
H -2.852 1.115 0.042  0.131
N 1.639 0.459 -0.253  -0.309
N -0.633 0.472 0.233  -0.687
O 2.719 -0.332 0.127  -0.526
S -2.060 -0.234 0.012  0.199

Results
Frontier orbital gap: 8.576 eV
Calculated total energy: -623.31351 Eh
E_HOMO: -8.131 eV
Charge: 0
Max |F|: 4.65 eV/Å
Relative energy (zero: lowest compared OMol25 entry of this formula, charge and spin): 382.5 kJ/mol



This record from the OMol25 dataset describes a 2-piece molecular cluster, CH4N2OS overall at a distorted geometry. The level of theory is the ωB97M-V functional and the def2-TZVPD basis.

Each line ends with the natural charge from an NBO analysis.
Positions of all 9 atoms, in Å:
C -0.842 -1.445 -1.330  0.216
N -0.799 -0.788 -2.334  -0.663
N 1.114 0.687 1.095  -0.527
O -0.060 1.379 1.545  -0.593
S -0.427 -2.264 -0.089  0.035
H -0.306 1.894 0.670  0.462
H -1.579 -0.305 -2.760  0.411
H 1.933 1.078 1.602  0.324
H 0.966 -0.236 1.602  0.335

Results
Frontier orbital gap: 10.100 eV
Calculated total energy: -623.35200 Eh
E_HOMO: -9.558 eV
Charge: 0
Max |F|: 3.68 eV/Å
Relative energy (zero: lowest compared OMol25 entry of this formula, charge and spin): 281.4 kJ/mol



This record from the OMol25 dataset describes a 2-piece molecular cluster, CH4N2OS overall at a distorted geometry. The level of theory is the ωB97M-V functional and the def2-TZVPD basis.

Each line ends with the natural charge from an NBO analysis.
Positions of all 9 atoms, in Å:
C 1.226 -0.326 2.230  -0.245
N -0.907 0.984 -0.919  -0.710
N -0.452 -0.089 -0.098  -0.245
O 0.566 -0.811 -0.829  -0.619
S 1.906 -1.662 2.228  0.273
H 0.136 -0.993 -1.709  0.468
H -1.834 0.777 -1.002  0.361
H -0.615 2.056 -0.769  0.361
H -0.026 0.065 0.868  0.356

Results
Frontier orbital gap: 8.347 eV
Calculated total energy: -623.24169 Eh
E_HOMO: -8.556 eV
Charge: 0
Max |F|: 4.64 eV/Å
Relative energy (zero: lowest compared OMol25 entry of this formula, charge and spin): 571.1 kJ/mol



This record from the OMol25 dataset describes one molecule with the formula CH4N2OS2 at a distorted geometry. The level of theory is the ωB97M-V functional and the def2-TZVPD basis.

Each line ends with the natural charge from an NBO analysis.
Positions of all 10 atoms, in Å:
C -0.065 0.245 -0.046  0.230
H -2.289 0.656 -0.860  0.486
H -0.912 -1.793 0.094  0.351
H 0.990 -1.324 0.431  0.395
H 2.886 1.123 0.881  0.126
N -1.133 -0.552 0.114  -0.305
N 1.075 -0.280 0.133  -0.756
O -2.493 -0.210 -0.377  -0.527
S -0.568 1.818 -0.024  -0.246
S 2.509 0.316 -0.346  0.246

Results
Frontier orbital gap: 8.622 eV
Calculated total energy: -1021.47584 Eh
E_HOMO: -8.556 eV
Charge: 0
Max |F|: 6.71 eV/Å
Relative energy (zero: lowest compared OMol25 entry of this formula, charge and spin): 398.6 kJ/mol



This record from the OMol25 dataset describes one molecule with the formula CH4N2P2 at a distorted geometry. The level of theory is the ωB97M-V functional and the def2-TZVPD basis.

Each line ends with the natural charge from an NBO analysis.
Positions of all 9 atoms, in Å:
C -1.983 -0.387 0.024  0.240
N -2.894 0.157 0.540  -0.671
N 2.333 -0.179 -0.020  -1.181
P -0.337 0.734 -0.863  0.004
P 1.338 1.175 0.309  0.450
H -3.466 0.436 1.252  0.431
H 3.003 -0.730 0.619  0.405
H 1.703 -0.906 -0.438  0.378
H 0.303 -0.299 -1.423  -0.058

Results
Frontier orbital gap (spin up / spin down): 6.954 / 6.955 eV
Calculated total energy: -832.59853 Eh
E_HOMO (spin up / spin down): -7.212 / -7.213 eV
Charge: 0
Max |F|: 3.27 eV/Å
Relative energy (zero: lowest compared OMol25 entry of this formula, charge and spin): 226.6 kJ/mol



This record from the OMol25 dataset describes one molecule with the formula CH4N2P2 at a distorted geometry. The level of theory is the ωB97M-V functional and the def2-TZVPD basis.

Each line ends with the natural charge from an NBO analysis.
Positions of all 9 atoms, in Å:
C -0.129 -0.011 0.090  -0.168
N -0.029 -1.103 -0.759  -0.804
N 0.681 1.062 0.133  -0.830
P -0.130 -1.646 0.932  0.554
P -1.016 1.610 0.215  0.577
H -0.801 -1.370 -1.283  0.377
H 1.288 1.375 0.971  0.402
H 1.387 -1.811 0.997  -0.052
H -1.252 1.895 -1.297  -0.054

Results
Frontier orbital gap: 9.664 eV
Calculated total energy: -832.60799 Eh
E_HOMO: -9.046 eV
Charge: 0
Max |F|: 4.43 eV/Å
Relative energy (zero: lowest compared OMol25 entry of this formula, charge and spin): 201.8 kJ/mol



This record from the OMol25 dataset describes one molecule with the formula CH4N2S3. The level of theory is the ωB97M-V functional and the def2-TZVPD basis.

Each line ends with the natural charge from an NBO analysis.
Positions of all 10 atoms, in Å:
C 0.001 -0.152 -0.003  0.270
H -2.315 0.989 0.027  0.165
H -1.080 -1.899 0.016  0.399
H 1.077 -1.909 0.002  0.401
H 2.344 0.995 0.016  0.166
N -1.143 -0.884 0.000  -0.733
N 1.137 -0.898 -0.002  -0.732
S -2.759 -0.290 -0.001  0.165
S 0.004 1.533 -0.001  -0.264
S 2.756 -0.292 0.000  0.162

Results
Frontier orbital gap: 8.605 eV
Calculated total energy: -1344.53723 Eh
E_HOMO: -8.438 eV
Charge: 0
Max |F|: 0.56 eV/Å
Relative energy (zero: lowest compared OMol25 entry of this formula, charge and spin): 34.5 kJ/mol



This record from the OMol25 dataset describes one molecule with the formula CH4N2S3 at a distorted geometry. The level of theory is the ωB97M-V functional and the def2-TZVPD basis.

Each line ends with the natural charge from an NBO analysis.
Positions of all 10 atoms, in Å:
C -0.987 -0.147 0.001  0.224
H 1.852 1.411 0.546  0.133
H -1.259 1.600 0.925  0.426
H -0.673 -1.800 -1.206  0.439
H 2.211 -0.533 -0.342  0.119
N -0.378 0.921 0.735  -0.750
N -0.208 -1.187 -0.474  -0.782
S 0.766 1.769 -0.310  0.154
S -2.620 -0.339 -0.045  -0.143
S 1.297 -1.696 0.171  0.180

Results
Frontier orbital gap: 8.643 eV
Calculated total energy: -1344.50558 Eh
E_HOMO: -8.677 eV
Charge: 0
Max |F|: 3.53 eV/Å
Relative energy (zero: lowest compared OMol25 entry of this formula, charge and spin): 117.6 kJ/mol



This record from the OMol25 dataset describes CH4N3 as an isolated structure at a distorted geometry. The level of theory is the ωB97M-V functional and the def2-TZVPD basis.

Each line ends with the natural charge from an NBO analysis.
Positions of all 8 atoms, in Å:
C -0.064 -0.335 -0.189  -0.469
N -3.450 -0.404 -0.071  0.247
N -2.578 0.233 0.121  0.059
N -0.795 0.784 -0.095  -0.158
H 0.004 -1.001 0.723  0.239
H -0.137 -1.003 -0.978  0.277
H 0.793 0.234 -0.457  0.358
H -0.814 1.398 0.809  0.447

Results
Frontier orbital gap: 9.667 eV
Calculated total energy: -204.35485 Eh
E_HOMO: -17.493 eV
Charge: +1
Max |F|: 5.09 eV/Å
Relative energy (zero: lowest compared OMol25 entry of this formula, charge and spin): 396.2 kJ/mol



- Look up the max |F| of the first one.
  2.25 eV/Å



- What is the charge in the fourth record?
  0